The following is a quantum chemistry calculation of a cluster of 2 separate species, C53H60F2N3O2 in total at a distorted geometry, from the Open Molecules 2025 dataset.

Summary:
Molar mass, Da: 809.08
E_LUMO, Eh: -0.2180
Gap between HOMO and LUMO, eV: 2.7
Calculated total energy, eV: -69922.661
Charge: +1

Each line ends with the Löwdin charge.
Atoms and positions in Å:
F: 2.454 -4.840 -6.593  0.057
C: 3.106 -4.593 -5.409  -0.219
C: 3.791 -5.641 -4.797  0.041
C: 4.478 -5.365 -3.608  -0.035
C: 4.460 -4.090 -3.056  -0.018
C: 3.694 -3.048 -3.644  -0.202
C: 3.545 -1.785 -2.974  0.036
C: 2.704 -0.754 -3.381  -0.050
C: 2.528 0.453 -2.681  0.079
C: 2.369 1.706 -3.349  -0.188
C: 2.396 1.793 -4.772  0.084
C: 2.258 3.031 -5.376  -0.212
F: 2.268 3.093 -6.749  0.062
C: 2.083 4.218 -4.659  0.062
C: 2.084 4.134 -3.257  -0.030
C: 2.217 2.911 -2.611  -0.012
C: 3.048 -3.308 -4.885  0.077
H: 3.770 -6.639 -5.230  0.135
H: 5.037 -6.155 -3.111  0.122
H: 5.020 -3.869 -2.146  0.118
H: 4.181 -1.607 -2.097  0.122
H: 2.172 -0.864 -4.335  0.113
H: 2.640 0.460 -1.594  0.119
H: 2.532 0.895 -5.375  0.130
H: 1.975 5.163 -5.180  0.137
H: 1.967 5.043 -2.669  0.126
H: 2.259 2.848 -1.520  0.124
H: 2.515 -2.520 -5.409  0.124
C: 0.821 1.230 4.293  -0.039
C: 2.031 1.648 3.470  -0.529
C: 1.781 3.054 2.926  -0.038
C: 3.228 1.701 4.429  -0.041
C: 2.402 0.697 2.300  -0.094
C: 3.526 1.067 1.557  -0.042
C: 4.133 0.149 0.710  -0.077
C: 3.642 -1.153 0.639  -0.069
C: 2.408 -1.527 1.189  -0.052
C: 2.028 -3.041 1.051  -0.507
C: 0.558 -3.440 1.011  -0.054
C: 2.678 -3.770 2.233  -0.032
C: 2.608 -3.600 -0.253  -0.074
C: 1.734 -0.503 1.941  -0.059
N: 0.315 -0.541 2.121  0.025
C: -0.555 0.345 1.505  -0.225
C: -0.153 1.393 0.688  -0.063
C: -1.045 2.474 0.346  -0.205
C: -1.978 2.941 1.329  -0.020
C: -3.084 3.672 0.947  0.022
C: -3.253 3.948 -0.430  -0.180
N: -4.588 4.012 -0.919  -0.330
O: -4.773 3.907 -2.155  0.031
O: -5.524 4.104 -0.086  0.038
C: -2.199 3.782 -1.354  -0.004
C: -1.073 3.081 -0.952  -0.022
N: -1.805 -0.222 1.608  0.064
C: -2.975 0.131 0.863  -0.092
C: -2.915 0.185 -0.562  -0.067
C: -1.999 -0.706 -1.488  -0.493
C: -2.162 -0.260 -2.942  -0.063
C: -2.500 -2.141 -1.309  -0.026
C: -0.497 -0.692 -1.257  -0.068
C: -3.953 0.883 -1.196  -0.047
C: -5.208 0.981 -0.593  -0.042
C: -5.336 0.590 0.732  -0.028
C: -4.194 0.387 1.532  -0.076
C: -4.469 0.513 3.062  -0.519
C: -5.363 1.744 3.295  -0.044
C: -3.259 0.698 3.975  -0.050
C: -5.257 -0.719 3.513  -0.039
C: -1.724 -1.303 2.479  -0.045
C: -0.437 -1.455 2.835  -0.073
H: 0.882 0.189 4.627  0.091
H: 0.770 1.868 5.188  0.100
H: -0.110 1.396 3.741  0.068
H: 2.666 3.465 2.431  0.078
H: 0.962 3.038 2.199  0.065
H: 1.502 3.732 3.743  0.099
H: 4.142 2.030 3.923  0.081
H: 3.030 2.391 5.259  0.094
H: 3.414 0.706 4.853  0.097
H: 3.957 2.064 1.684  0.115
H: 5.025 0.435 0.145  0.113
H: 4.253 -1.890 0.116  0.094
H: -0.038 -2.803 0.353  0.065
H: 0.484 -4.453 0.583  0.094
H: 0.107 -3.531 2.005  0.070
H: 3.758 -3.583 2.256  0.093
H: 2.255 -3.417 3.182  0.088
H: 2.508 -4.852 2.159  0.099
H: 3.694 -3.722 -0.209  0.069
H: 2.201 -4.596 -0.473  0.096
H: 2.355 -2.961 -1.107  0.073
H: 0.858 1.364 0.297  0.104
H: -1.798 2.698 2.381  0.104
H: -3.867 3.951 1.645  0.108
H: -2.339 4.148 -2.369  0.122
H: -0.222 2.955 -1.632  0.086
H: -1.870 0.794 -3.059  0.089
H: -1.503 -0.858 -3.585  0.086
H: -3.189 -0.402 -3.292  0.091
H: -2.411 -2.470 -0.265  0.082
H: -3.562 -2.192 -1.587  0.100
H: -1.924 -2.826 -1.947  0.092
H: -0.224 -0.988 -0.247  0.052
H: -0.003 -1.413 -1.924  0.086
H: -0.067 0.290 -1.473  0.066
H: -3.847 1.279 -2.212  0.110
H: -6.068 1.316 -1.174  0.124
H: -6.335 0.560 1.172  0.115
H: -6.366 1.607 2.882  0.082
H: -5.474 1.923 4.371  0.089
H: -4.921 2.638 2.838  0.075
H: -2.830 -0.257 4.300  0.074
H: -2.498 1.340 3.521  0.055
H: -3.590 1.209 4.892  0.093
H: -4.666 -1.633 3.394  0.075
H: -5.524 -0.622 4.573  0.097
H: -6.177 -0.834 2.931  0.086
H: -2.598 -1.868 2.759  0.127
H: 0.028 -2.132 3.540  0.135

=====

The following is a quantum chemistry calculation of a structure of composition C4H6Br2Cl6 at a distorted geometry, from the Open Molecules 2025 dataset.

Summary:
Molar mass, Da: 426.62
E_LUMO, Eh: 0.0079
Gap between HOMO and LUMO, eV: 10.4
Calculated total energy, eV: -219463.987
Relative energy (zero: lowest compared OMol25 entry of this formula, charge and spin), kcal per mole: 20.2

Each line ends with the Löwdin charge.
Atoms and positions in Å:
Br: -1.189 -0.534 -25.888  0.575
C: -1.330 0.506 -27.580  -0.645
C: -0.932 1.951 -27.137  -0.701
Br: -1.098 3.045 -28.800  0.566
H: -2.310 0.470 -28.055  0.054
H: -0.591 0.014 -28.213  0.045
H: 0.103 2.089 -26.825  0.007
H: -1.500 2.369 -26.306  -0.001
C: -0.802 8.901 -25.317  -1.450
Cl: 0.181 10.289 -25.839  0.525
Cl: -0.073 7.823 -24.036  0.489
Cl: -1.202 7.816 -26.702  0.474
H: -1.776 9.326 -25.074  0.010
C: -0.687 4.296 -23.690  -1.556
Cl: -2.188 4.590 -24.620  0.514
Cl: 0.654 3.748 -24.683  0.550
Cl: -0.987 2.887 -22.781  0.541
H: -0.449 5.074 -22.964  0.004

=====

The following is a quantum chemistry calculation of a structure of composition C5H3NO3S at a distorted geometry, from the Open Molecules 2025 dataset.

Summary:
Molar mass, Da: 157.15
E_LUMO (spin up / spin down), Eh: 0.0172 / -0.1170
Gap between HOMO and LUMO (spin up / spin down), eV: 7.1 / 6.1
Calculated total energy, eV: -23692.770
Multiplicity: 3

Each line ends with the Löwdin charge.
Atoms and positions in Å:
C: 0.649 0.231 0.162  -0.111
C: 0.652 -0.537 -1.046  -0.350
C: -0.646 0.982 0.028  -0.552
C: -0.870 -0.338 -0.663  -0.047
C: -2.467 -2.514 -2.743  -0.467
N: -1.282 1.943 0.463  0.157
O: -1.733 -3.194 -2.177  0.195
O: -0.480 -0.096 -3.487  -0.456
O: -3.221 -1.842 -3.271  0.221
S: -0.130 0.602 -2.297  1.016
H: 1.038 -0.325 1.151  0.160
H: 1.098 -1.407 -1.441  0.111
H: -0.908 2.877 0.843  0.121